Entry 1:
{
  "formula": "C8H13ClO4Pd",
  "method": "ωB97M-V with the def2-TZVPD basis set",
  "de_lowest_kcal_mol": 61.8,
  "spin_multiplicity": 3,
  "molar_mass_g_mol": 315.06,
  "homo_ev": [-7.449, -9.274],
  "elements": ["C", "C", "C", "H", "C", "H", "H", "H", "C", "H", "H", "C", "H", "H", "C", "H", "H", "C", "H", "H", "Pd", "H", "O", "Cl", "O", "O", "O"],
  "coordinates": [[-0.8347, -1.0443, -2.8317], [1.6768, -0.1860, -3.7966], [-1.3593, 0.2461, -3.1540], [-1.4251, -1.6412, -2.1056], [1.3449, 1.0937, -3.4508], [2.6446, -0.6106, -3.4959], [-2.2925, 0.6201, -2.6949], [2.0413, 1.7028, -2.8642], [-1.0178, 1.0381, -4.3514], [-1.8382, 1.7389, -4.5233], [-0.9564, 0.4700, -5.2902], [-0.1658, -1.8726, -3.8732], [-0.9009, -2.2709, -4.5797], [0.2944, -2.7345, -3.3728], [0.9178, -1.1134, -4.6858], [0.4903, -0.6353, -5.5709], [1.6268, -1.8635, -5.0457], [0.2538, 1.8971, -4.1101], [0.5305, 2.3769, -5.0632], [0.0115, 2.7051, -3.4027], [0.5225, -0.1387, -1.7630], [-1.1823, 0.1548, -1.2987], [1.2147, -1.3193, 2.5202], [0.9848, -0.1015, 1.7742], [1.2765, 1.0384, 2.6325], [1.8839, -0.0585, 0.5554], [-0.3756, -0.0455, 1.2636]],
  "forces_ev_per_angstrom": [[-3.5, -0.1, -2.1], [0.6, -0.2, 0.6], [-1.2, -1.9, -1.0], [0.4, 0.4, -0.4], [0.6, 0.8, -0.8], [-0.3, 0.4, 0.3], [0.9, -0.4, 0.5], [0.0, -0.4, -0.2], [0.0, 1.0, -0.8], [0.0, 0.0, 0.0], [0.1, 0.0, 0.4], [0.8, -0.5, -0.6], [-0.1, -0.1, 0.2], [0.0, 0.1, -0.2], [-0.1, -0.7, -0.3], [0.2, 0.0, 0.3], [-0.1, 0.1, -0.1], [-0.6, -0.1, 0.4], [0.4, -0.3, 0.4], [-0.1, -0.1, -0.3], [1.9, 1.3, 2.9], [0.3, 0.7, 1.9], [-0.1, 0.6, -0.9], [0.8, 0.4, 0.4], [-0.3, -0.9, -1.2], [-0.7, -0.1, 0.5], [0.2, -0.1, 0.0]]
}



Entry 2:
{
  "formula": "C8H13F8MnO10S2",
  "method": "ωB97M-V with the def2-TZVPD basis set",
  "total_charge": -1,
  "spin_multiplicity": 4,
  "molar_mass_g_mol": 540.24,
  "homo_ev": [-6.309, -6.374],
  "elements": ["Mn", "C", "F", "F", "F", "S", "O", "O", "O", "C", "F", "F", "F", "S", "O", "O", "O", "C", "C", "O", "O", "H", "H", "H", "F", "F", "C", "O", "C", "C", "O", "C", "H", "H", "H", "H", "H", "H", "H", "H", "H", "H"],
  "coordinates": [[-0.4848, 0.7375, -0.1184], [0.5105, -2.3102, -3.4998], [0.3703, -3.5060, -4.0332], [1.7800, -2.0910, -3.1038], [0.2303, -1.3918, -4.4233], [-0.6260, -2.0963, -1.9196], [-0.1836, -0.9106, -1.1549], [-1.9870, -2.0066, -2.4443], [-0.3389, -3.2926, -1.1222], [-4.1141, 1.9004, -2.9640], [-4.6057, 3.0489, -3.4007], [-4.8920, 1.4952, -1.9307], [-4.0751, 1.0384, -3.9854], [-2.3455, 2.2160, -2.3052], [-2.3791, 3.3807, -1.4011], [-1.7548, 1.0960, -1.5802], [-1.4768, 2.5886, -3.4220], [-1.9623, -1.4727, 2.8427], [-1.4138, -0.6327, 1.7094], [-0.2438, -0.2760, 1.5859], [-2.0224, -0.2968, 0.6902], [-3.0008, -1.7339, 2.6392], [-1.8448, -0.9203, 3.7750], [-1.4226, -2.4193, 2.8706], [0.8877, 1.6618, -1.1128], [-1.1836, 2.4738, 0.7176], [2.2777, -1.9487, 0.8477], [2.1335, -0.6650, 0.2263], [3.2667, 0.1515, 0.6013], [2.9886, 0.7484, 1.9949], [1.7367, 1.4725, 1.8386], [1.3716, 2.1130, 3.0466], [1.3845, -2.5670, 0.7590], [2.5920, -1.9633, 1.8913], [3.0302, -2.4974, 0.2813], [3.3979, 0.8730, -0.2052], [4.2432, -0.3304, 0.5528], [3.6737, 1.5500, 2.2709], [2.8646, -0.0529, 2.7234], [2.2493, 2.4765, 3.5810], [0.7785, 1.4913, 3.7173], [0.5898, 2.8680, 2.9638]],
  "forces_ev_per_angstrom": [[-0.9, 2.9, -1.5], [-0.2, 1.8, 1.6], [0.1, -0.2, 0.2], [-0.2, -0.6, -0.3], [-0.2, -0.2, 0.1], [-1.9, -2.0, 0.3], [0.8, 0.3, -0.4], [1.8, 0.2, 0.2], [0.1, 0.9, -1.0], [1.0, -0.3, 1.0], [0.1, 0.0, -0.1], [0.4, -0.3, -1.1], [-0.5, 0.1, 0.8], [3.9, 6.7, 0.3], [-2.2, -1.6, -1.0], [-0.6, -2.7, 0.5], [-2.0, -1.6, -0.5], [0.0, 0.3, -0.7], [-0.7, -1.4, 0.2], [4.1, 0.8, 1.8], [-3.2, 0.8, -1.8], [0.0, 0.4, 0.1], [-0.1, -0.2, 0.0], [0.3, 0.2, 0.1], [-1.8, -1.4, 1.9], [1.5, -3.2, -0.5], [0.0, -0.5, -1.0], [1.5, -0.4, 1.2], [-0.7, 0.4, -0.2], [-1.5, 1.1, -1.8], [0.3, 0.2, 0.7], [-0.7, -0.3, 0.3], [-0.3, 0.5, -0.1], [-0.1, 0.5, 0.2], [0.3, -0.1, 0.0], [-0.7, 0.6, 0.3], [-0.1, -0.9, 0.4], [0.7, -0.6, 0.3], [0.2, 0.1, 0.3], [0.0, 0.3, 0.1], [0.5, -1.1, 0.3], [0.6, 0.6, -1.2]]
}



Entry 3:
{
  "formula": "C8H13IN3",
  "method": "ωB97M-V with the def2-TZVPD basis set",
  "total_charge": 1,
  "de_lowest_kcal_mol": 7.1,
  "spin_multiplicity": 3,
  "molar_mass_g_mol": 278.12,
  "homo_ev": [-9.001, -12.805],
  "elements": ["C", "C", "C", "C", "C", "C", "C", "C", "N", "N", "N", "I", "H", "H", "H", "H", "H", "H", "H", "H", "H", "H", "H", "H", "H"],
  "coordinates": [[-0.8102, -2.3357, 0.2300], [0.4104, -1.6927, 0.4731], [-1.8402, -0.2666, -0.3406], [-1.9463, -1.6348, -0.1853], [0.4457, -0.3158, 0.3059], [-3.2627, -2.2959, -0.3212], [1.8529, 1.8978, -0.8274], [2.2398, 0.8284, 0.2022], [-0.6017, 0.3292, -0.1377], [2.4479, 1.4617, 1.4064], [0.6345, 2.6112, -0.4854], [3.6374, -0.7164, -0.1597], [-0.8430, -3.3655, 0.1952], [1.1268, -2.2732, 0.9466], [-2.5286, 0.5140, -0.6724], [-3.3580, -2.8319, -1.1667], [-3.3430, -2.8577, 0.5561], [-4.1113, -1.4904, -0.3789], [2.7385, 2.5038, -1.2081], [1.5487, 1.1880, -1.7446], [2.9550, 0.9646, 2.1858], [1.9446, 2.2526, 1.7931], [0.5038, 2.6881, 0.5521], [-0.2840, 1.3109, -0.3470], [0.4428, 3.5263, -0.8715]],
  "forces_ev_per_angstrom": [[1.2, 2.6, -1.1], [-2.2, 0.0, -0.3], [2.0, 1.0, -0.5], [-0.3, 1.8, -0.2], [-1.9, -2.3, 2.3], [-1.3, 4.2, 1.5], [0.5, -2.6, -3.9], [2.1, 3.1, -0.3], [-0.2, -0.7, -0.2], [0.7, -1.9, 2.5], [-0.4, 0.2, 2.5], [0.1, 0.5, -0.3], [-0.1, -2.2, 0.6], [1.7, -0.7, 0.5], [-0.5, -0.9, 0.1], [-0.2, -2.2, -2.8], [-0.9, -1.2, 1.1], [1.5, -1.5, 0.4], [-1.1, -0.4, 0.8], [0.8, 1.7, 1.3], [-0.9, 0.5, -1.3], [0.0, 0.1, -0.7], [0.3, 0.4, -1.3], [-1.4, 0.8, -0.4], [0.4, -0.1, -0.3]]
}



Entry 4:
{
  "formula": "C8H13N2",
  "method": "ωB97M-V with the def2-TZVPD basis set",
  "total_charge": 1,
  "de_lowest_kcal_mol": 58.2,
  "spin_multiplicity": 1,
  "molar_mass_g_mol": 137.21,
  "smiles": "C=C1CCC[C@H]2NC=[NH+][C@@H]12",
  "homo_ev": -13.428,
  "elements": ["C", "C", "C", "C", "C", "C", "C", "C", "N", "N", "H", "H", "H", "H", "H", "H", "H", "H", "H", "H", "H", "H", "H"],
  "coordinates": [[-2.3528, 1.0470, 0.4399], [1.1471, 0.8186, 0.1145], [1.7722, 1.9307, 0.2587], [1.8650, -0.4991, 0.4459], [1.2379, -1.6656, -0.3027], [-0.2564, -1.7487, 0.1707], [-0.3916, 0.6871, -0.6285], [-1.0988, -0.6540, -0.5287], [-2.4107, -0.1970, 0.0972], [-1.2593, 1.6574, 0.0428], [-3.1812, 1.7204, 0.8331], [1.4913, 2.9496, -0.0604], [2.8235, 1.8452, 0.3438], [2.8653, -0.4769, 0.2704], [1.6520, -0.8726, 1.4496], [1.1066, -1.3750, -1.3457], [1.6976, -2.5938, -0.0487], [-0.4858, -2.8246, -0.0213], [-0.4474, -1.5301, 1.2428], [-0.2113, 1.0060, -1.7298], [-1.3876, -1.0150, -1.5476], [-3.0875, -0.8263, 0.4616], [-1.0880, 2.6169, 0.0424]],
  "forces_ev_per_angstrom": [[-1.1, 3.3, -0.1], [-2.8, -3.6, -1.2], [0.6, 2.9, -1.4], [-3.7, -0.8, 0.2], [-2.3, 2.0, 0.4], [-0.3, -0.3, 0.6], [4.1, 1.9, -0.2], [-0.9, -1.0, -1.4], [1.3, -1.2, 0.3], [-0.6, -2.7, -0.4], [1.0, -1.6, -0.1], [-0.4, -0.7, 0.3], [1.0, 0.1, 1.0], [3.0, 0.5, -0.3], [0.5, 1.0, 0.5], [0.8, -0.9, -0.5], [0.5, -0.6, -0.5], [-0.9, 1.1, 0.0], [0.8, -0.5, -0.2], [-0.4, -0.5, 1.9], [0.3, 0.4, 0.7], [-0.6, -0.5, 0.1], [0.2, 1.6, 0.2]]
}



Entry 5:
{
  "formula": "C8H13N2",
  "method": "ωB97M-V with the def2-TZVPD basis set",
  "total_charge": 1,
  "de_lowest_kcal_mol": 160.4,
  "spin_multiplicity": 1,
  "molar_mass_g_mol": 137.21,
  "smiles": "C[C@H]1[C@@H]2[NH2+]CCC3=C(C3)N12",
  "homo_ev": -13.082,
  "elements": ["C", "C", "C", "C", "C", "C", "C", "C", "N", "N", "H", "H", "H", "H", "H", "H", "H", "H", "H", "H", "H", "H", "H"],
  "coordinates": [[-1.7119, 0.9073, 0.0589], [-1.2238, 0.1391, -0.7979], [-2.7146, 0.0888, -0.7280], [-1.1957, 1.8589, 1.0451], [0.3590, 1.9386, 0.7518], [0.7072, -1.5676, -0.4349], [1.2570, -0.1803, -0.2746], [1.5956, -2.6223, -1.0749], [0.2489, -0.5008, -1.2411], [0.9391, 0.5607, 1.0036], [-3.1977, -0.8048, -0.2284], [-3.3677, 0.5988, -1.5217], [-1.5744, 2.8579, 1.0004], [-1.3948, 1.4814, 2.1143], [0.5718, 2.0259, -0.3552], [0.9445, 2.7845, 1.2964], [0.0107, -1.8256, 0.3546], [2.2087, -0.0841, -0.6604], [2.5947, -2.5776, -0.5818], [1.5691, -2.4179, -2.0768], [1.0615, -3.5414, -0.6423], [1.8413, 0.8298, 1.2920], [0.4716, 0.0507, 1.7013]],
  "forces_ev_per_angstrom": [[-0.3, 1.9, 1.4], [4.3, -3.8, -2.7], [-1.5, -0.6, -0.7], [1.4, -0.4, 1.5], [-0.7, 1.0, -0.5], [0.6, 0.2, 1.1], [-2.5, -1.8, 1.2], [-1.3, -1.1, 5.0], [-4.4, 3.1, -0.4], [1.2, 1.7, -2.7], [0.4, 1.2, -0.6], [1.1, -0.8, 1.2], [-0.6, 0.5, -0.1], [0.4, 0.6, -1.4], [-0.6, 0.6, 1.2], [-1.1, -1.8, -0.6], [0.1, -0.5, 0.2], [2.0, 1.1, -0.3], [-0.6, -0.1, -0.8], [0.2, -0.3, -2.7], [1.2, 0.6, -1.7], [1.6, -0.3, 1.3], [-0.8, -1.0, 1.1]]
}



Entry 6:
{
  "formula": "C8H13N2O2",
  "method": "ωB97M-V with the def2-TZVPD basis set",
  "total_charge": 1,
  "de_lowest_kcal_mol": 106.0,
  "spin_multiplicity": 1,
  "molar_mass_g_mol": 169.20,
  "homo_ev": [-11.055, -11.054],
  "elements": ["C", "C", "C", "C", "C", "C", "C", "C", "N", "N", "O", "O", "H", "H", "H", "H", "H", "H", "H", "H", "H", "H", "H", "H", "H"],
  "coordinates": [[-0.9315, 0.4530, -0.0958], [-0.8554, 1.8872, -0.0047], [0.2648, -0.3362, -0.2199], [-2.1302, -0.1833, 0.3206], [2.6532, 0.1714, 0.2341], [0.2153, -1.6847, -0.8855], [-2.0699, -1.3328, 1.1776], [3.3842, 0.6823, -0.9462], [1.3965, -0.0002, 0.2391], [-1.7829, 2.6739, -0.4289], [-3.3377, 0.3585, 0.2283], [3.3673, 0.0205, 1.2686], [-0.8522, -1.7735, -1.1091], [0.4742, -2.5562, -0.2547], [0.9813, -1.7540, -1.5216], [-2.4856, -2.4101, 0.8704], [-2.6925, -1.0404, 2.0216], [-1.0667, -1.5908, 1.5580], [3.7449, 0.0087, -1.8093], [4.2560, 1.1587, -0.7351], [2.7326, 1.4641, -1.4609], [-1.6292, 3.6766, -0.4171], [-4.0353, 0.0291, 0.8516], [-2.5850, 2.4106, -0.9831], [2.9839, -0.3324, 2.1019]],
  "forces_ev_per_angstrom": [[-2.7, 0.3, 0.2], [1.6, 0.0, 0.1], [0.2, -1.1, 0.5], [1.2, 0.3, -1.1], [-1.5, 0.0, -1.9], [-3.5, -0.2, 3.7], [-0.2, -4.2, 1.3], [-2.2, 0.0, -3.7], [0.7, 0.9, 0.4], [-0.3, 0.5, -0.5], [-0.5, 0.9, -0.2], [2.1, -0.7, 2.8], [0.7, -0.6, -1.3], [-0.3, 0.7, 0.6], [2.2, 0.0, -3.7], [0.4, 2.6, 0.0], [0.1, -0.3, 0.5], [-0.5, 0.5, -0.1], [-1.2, 0.1, 1.6], [2.4, 1.4, 1.4], [0.7, -1.1, 0.7], [0.0, -0.2, 0.4], [1.2, 0.0, -0.6], [-0.4, -0.4, 0.0], [-0.3, 0.3, -0.9]]
}